(1)
Below is the ion C4H6N2O with charge +2, with properties calculated with ωB97M-V with the def2-TZVPD basis set.

```
13
Properties=species:S:1:pos:R:3
C -1.115 -1.202 0.381
C -0.527 0.230 0.227
C 0.713 0.056 -0.021
N 1.738 -0.125 -0.771
N 3.124 0.032 -0.477
C 3.929 -0.206 0.446
O 4.914 -0.363 0.741
H -1.105 -1.858 -0.428
H -2.198 -0.795 0.580
H -0.791 -1.513 1.335
H -0.724 0.853 1.106
H -0.790 0.744 -0.694
H 3.751 0.328 -1.270
```

Structure (SMILES)   CCC#[N+][NH+]=C=O
Lowest unoccupied orbital energy   -11.86 eV
Energy above the lowest of the compared OMol25 structures with the same formula, charge and spin   119.99 kcal/mol
HOMO-LUMO gap   9.22 eV
Total charge   +2
Molar mass   98.1 g mol⁻¹
HOMO energy   -0.77443 Eh

natural (NBO) population analysis, charges in e, atoms 1 to 4:
1. C -0.551
2. C -0.634
3. C 0.820
4. N -0.171


(2)
Below is a cluster of 2 separate species, C5H11NO in total, with properties calculated with ωB97M-V with the def2-TZVPD basis set.

```
18
Properties=species:S:1:pos:R:3
C -0.612 -2.142 0.045
C -0.184 -0.800 -0.476
C 0.024 0.301 0.262
C -0.204 0.389 1.753
N 0.614 1.464 -0.292
C -0.005 2.147 -1.162
O -1.237 1.941 -1.658
H -0.981 -2.093 1.073
H -1.403 -2.579 -0.575
H 0.231 -2.845 0.024
H 0.082 -0.757 -1.533
H -1.267 0.500 1.993
H 0.165 -0.500 2.273
H 0.323 1.261 2.149
H 0.454 3.034 -1.596
H -1.577 1.120 -1.259
H 2.902 -0.575 -0.520
H 2.677 0.135 -0.499
```

Structure (SMILES)   C/C=C(C)/N=C\O.[H][H]
Lowest unoccupied orbital energy   0.88 eV
Energy above the lowest of the compared OMol25 structures with the same formula, charge and spin   52.62 kcal/mol
HOMO-LUMO gap   9.58 eV
Total charge   0
Molar mass   101.1 g mol⁻¹
HOMO energy   -0.31988 Eh

natural (NBO) population analysis, charges in e, atoms 1 to 4:
1. C -0.643
2. C -0.257
3. C 0.136
4. C -0.661


(3)
Below is a cluster of 2 separate species, C4H5BrO2 in total, with properties calculated with ωB97M-V with the def2-TZVPD basis set.

```
12
Properties=species:S:1:pos:R:3
C 1.310 -0.236 0.276
C 0.384 -1.201 0.139
C 1.368 1.264 0.206
C -2.174 -1.766 -0.212
O 2.361 -1.158 0.274
O 1.363 -2.194 0.011
Br -2.936 -0.086 0.115
H 2.271 1.537 0.548
H 1.410 1.637 -0.912
H 0.490 1.756 0.824
H -2.485 -2.635 0.475
H -1.879 -1.896 -1.177
```

Lowest unoccupied orbital energy (spin up / spin down)   -0.80 / -1.35 eV
Energy above the lowest of the compared OMol25 structures with the same formula, charge and spin   198.50 kcal/mol
HOMO-LUMO gap (spin up / spin down)   7.80 / 7.02 eV
Total charge   0
Molar mass   165.0 g mol⁻¹
HOMO energy (spin up / spin down)   -0.31605 / -0.30768 Eh

natural (NBO) population analysis, charges in e, atoms 1 to 4:
1. C 0.068
2. C 0.212
3. C -0.649
4. C -0.374


(4)
Below is a structure of composition C12H28FN3O4Si2, with properties calculated with ωB97M-V with the def2-TZVPD basis set.

```
50
Properties=species:S:1:pos:R:3
C 2.765 0.221 2.208
C 1.866 1.147 1.597
C 0.941 2.117 0.597
Si -0.746 2.548 1.506
O -2.032 1.873 0.516
Si -3.155 0.896 1.482
F -3.482 -0.568 0.482
H 3.575 -0.644 2.354
H 1.574 3.101 0.366
H 0.657 1.561 -0.416
H -0.792 4.030 1.534
H -0.760 2.097 2.898
H -2.568 0.386 2.726
H -4.449 1.586 1.724
C 4.233 4.165 -1.137
O 3.366 3.589 -0.493
N 4.352 5.532 -1.274
C 5.409 6.138 -2.057
C 3.390 6.391 -0.616
H 5.016 3.608 -1.678
H 6.003 6.787 -1.406
H 4.960 6.732 -2.858
H 6.060 5.377 -2.495
H 3.425 6.204 0.462
H 2.387 6.149 -0.982
H 3.611 7.443 -0.815
C -4.223 -5.195 -2.880
O -4.174 -4.910 -4.070
N -4.067 -4.305 -1.838
C -4.139 -4.722 -0.453
C -3.824 -2.909 -2.136
H -4.404 -6.228 -2.541
H -4.952 -4.179 0.038
H -3.190 -4.486 0.037
H -4.327 -5.796 -0.374
H -4.659 -2.520 -2.726
H -2.907 -2.826 -2.727
H -3.722 -2.329 -1.215
C -0.406 -1.836 1.713
O -0.513 -1.365 2.838
N 0.184 -3.044 1.404
C 0.271 -3.532 0.044
C 0.735 -3.851 2.474
H -0.791 -1.305 0.827
H -0.252 -4.490 -0.022
H 1.325 -3.670 -0.215
H -0.182 -2.826 -0.657
H -0.062 -4.091 3.184
H 1.507 -3.275 2.992
H 1.166 -4.774 2.078
```

Lowest unoccupied orbital energy   0.61 eV
HOMO-LUMO gap   9.25 eV
Total charge   0
Molar mass   353.5 g mol⁻¹
HOMO energy   -0.31751 Eh

natural (NBO) population analysis, charges in e, atoms 1 to 4:
1. C -0.342
2. C -0.028
3. C -0.927
4. Si 1.398


(5)
Below is a structure of composition C12H28AlN2O3S3, with properties calculated with ωB97M-V with the def2-TZVPD basis set.

```
49
Properties=species:S:1:pos:R:3
C -2.613 -2.485 2.365
C -2.688 -3.363 1.103
N -1.934 -2.875 -0.043
C -0.483 -2.891 0.185
C 0.103 -4.318 0.163
C -2.490 -1.842 -0.752
S -3.932 -1.128 -0.413
S -1.616 -1.433 -2.243
C -1.619 0.373 -2.148
C -0.956 0.915 -0.876
C -1.504 2.263 -0.396
Al -0.283 3.076 0.996
N 0.071 1.706 2.255
C 1.404 3.842 0.116
C 1.600 3.395 -1.346
C 2.507 2.144 -1.524
C 2.680 1.337 -0.236
S 3.015 -0.393 -0.605
O 3.699 -0.554 -1.851
O 1.825 -1.153 -0.371
O 4.103 -0.783 0.518
H -3.606 -2.151 2.653
H -2.131 -3.004 3.188
H -2.055 -1.574 2.158
H -2.301 -4.357 1.334
H -3.723 -3.505 0.811
H -0.254 -2.433 1.147
H 0.016 -2.303 -0.567
H -0.663 -5.031 -0.136
H 0.917 -4.388 -0.553
H 0.471 -4.626 1.140
H -2.629 0.747 -2.281
H -1.039 0.673 -3.022
H -0.990 0.181 -0.072
H 0.105 1.043 -1.110
H -1.672 2.907 -1.266
H -2.476 2.102 0.079
H -1.080 4.284 1.754
H 0.452 0.838 1.902
H 0.592 1.990 3.073
H 2.314 3.667 0.696
H 1.250 4.925 0.129
H 2.064 4.198 -1.927
H 0.644 3.199 -1.831
H 3.490 2.457 -1.872
H 2.110 1.513 -2.316
H 1.794 1.331 0.390
H 3.542 1.697 0.319
H 3.967 -0.213 1.282
```

Lowest unoccupied orbital energy   2.41 eV
HOMO-LUMO gap   7.06 eV
Total charge   -1
Molar mass   371.6 g mol⁻¹
HOMO energy   -0.17095 Eh

natural (NBO) population analysis, charges in e, atoms 1 to 4:
1. C -0.642
2. C -0.225
3. N -0.443
4. C -0.245


(6)
Below is a cluster of 15 separate species, H34N3O15S in total, with properties calculated with ωB97M-V with the def2-TZVPD basis set.

```
53
Properties=species:S:1:pos:R:3
N 0.453 1.437 3.213
H 0.364 2.412 2.939
H -0.412 1.226 3.765
H 1.255 1.404 3.838
H 0.430 0.712 2.438
N 3.168 1.525 -0.303
H 4.022 1.175 0.140
H 3.528 1.931 -1.168
H 2.655 2.190 0.269
H 2.451 0.764 -0.432
N -0.262 3.675 -1.128
H 0.171 4.269 -0.428
H -1.263 3.900 -1.182
H -0.264 2.651 -0.862
H 0.131 3.820 -2.058
S 0.245 -0.266 -0.041
O 1.425 -0.522 -0.901
O -0.859 -1.197 -0.322
O 0.588 -0.433 1.390
O -0.185 1.105 -0.444
O -4.192 -2.538 0.180
H -3.453 -1.944 0.322
H -4.096 -2.820 -0.733
O -1.190 -2.451 2.137
H -1.049 -1.987 1.289
H -0.329 -2.490 2.566
O 2.942 -2.218 0.748
H 2.458 -1.435 0.453
H 2.344 -2.957 0.585
O -1.108 2.005 -3.312
H -0.677 1.161 -3.095
H -1.830 2.088 -2.676
O -1.629 -0.216 3.971
H -1.438 -0.827 3.228
H -2.562 0.006 3.867
O -3.034 -0.533 -1.703
H -2.170 -0.659 -1.251
H -2.881 -0.847 -2.602
O -0.849 -3.821 -1.083
H -0.929 -2.878 -0.866
H -1.686 -4.064 -1.488
O 0.298 -0.598 -3.454
H 0.892 -0.130 -4.051
H 0.771 -0.628 -2.606
O 1.581 -1.629 3.620
H 2.389 -1.194 3.909
H 1.446 -1.350 2.699
O -2.756 2.092 -0.764
H -2.419 2.303 0.111
H -2.378 1.226 -0.976
O 3.646 -0.742 -2.422
H 3.475 -1.190 -3.257
H 2.775 -0.513 -2.069
```

Lowest unoccupied orbital energy   -4.86 eV
HOMO-LUMO gap   7.55 eV
Total charge   +1
Molar mass   348.3 g mol⁻¹
HOMO energy   -0.45608 Eh

natural (NBO) population analysis, charges in e, atoms 1 to 4:
1. N -0.923
2. H 0.404
3. H 0.486
4. H 0.433


E_tot list, top to bottom, in eV: -9246.191, -8899.415, -78357.134, -44028.827, -61125.392, -46564.847